Molecular formula: C24H18O5
Method: DFT, the ωB97M-V functional and the def2-TZVPD basis

Results
- molecular weight (g mol⁻¹) = 386.4
- lowest unoccupied orbital energy (eV) = -0.047
- E (eV) = -35418.667
- multiplicity = 1
- SMILES = Cc1c(OCc2ccc(C(=O)O)cc2)ccc2c(-c3ccccc3)cc(=O)oc12
- energy above the lowest of the compared OMol25 structures with the same formula, charge and spin (eV) = 0.000
- E_HOMO (Ha) = -0.3166
- gap between HOMO and LUMO (eV) = 8.57

XYZ file:
```
47
Properties=species:S:1:pos:R:3:forces:R:3
C -1.55807 -0.74608 2.69530 -0.021 -0.020 -0.003
C -0.50502 -0.96627 1.65713 -0.031 -0.037 0.033
C -0.59485 -1.98843 0.71798 0.357 0.321 0.099
O -1.67356 -2.83908 0.77141 0.361 -0.079 0.211
C -2.50100 -2.84188 -0.38737 -0.224 0.116 -0.202
C -3.11733 -1.47879 -0.57277 0.018 -0.075 0.003
C -4.24867 -1.12027 0.15155 0.087 -0.078 -0.079
C -4.75768 0.16107 0.07300 0.010 0.158 -0.050
C -4.13027 1.10633 -0.73427 0.100 -0.323 0.053
C -4.63212 2.49410 -0.84538 0.109 0.557 -0.305
O -4.14612 3.34252 -1.55112 0.016 -0.097 0.030
O -5.70275 2.73761 -0.07393 -0.375 -0.134 0.354
C -2.99630 0.75145 -1.46103 -0.166 0.220 0.053
C -2.49369 -0.53132 -1.37753 -0.102 -0.085 -0.015
C 0.41779 -2.17330 -0.22889 -0.201 -0.219 0.006
C 1.50321 -1.33446 -0.26510 -0.094 0.118 0.142
C 1.61222 -0.27393 0.64169 -0.381 -0.036 0.263
C 2.71410 0.65865 0.66591 -0.015 0.513 0.555
C 3.76694 0.60984 -0.36193 0.222 0.021 -0.115
C 3.44354 0.67667 -1.71469 0.009 0.038 0.060
C 4.44195 0.65959 -2.67138 -0.027 -0.002 -0.082
C 5.77039 0.56790 -2.29051 0.061 -0.003 -0.006
C 6.09920 0.50648 -0.94654 0.101 0.022 -0.052
C 5.10470 0.53451 0.01380 -0.109 -0.035 0.015
C 2.75983 1.58837 1.64934 0.100 -0.334 -0.448
C 1.72296 1.71379 2.65271 0.183 0.500 0.491
O 1.71043 2.52294 3.54705 -0.037 -0.309 -0.322
O 0.66785 0.84516 2.55667 -0.233 -0.001 0.150
C 0.61236 -0.12247 1.61448 0.088 -0.652 -0.770
H -1.10532 -0.70193 3.68350 -0.040 0.025 0.093
H -2.05735 0.20608 2.51915 -0.084 0.053 0.061
H -2.28851 -1.54821 2.66370 -0.040 0.032 0.041
H -1.93053 -3.13279 -1.27800 -0.061 -0.004 0.115
H -3.26154 -3.59872 -0.18375 0.089 0.071 -0.098
H -4.72685 -1.85292 0.78469 -0.061 -0.084 0.080
H -5.63500 0.43910 0.63532 -0.066 0.006 0.043
H -5.98108 3.66022 -0.18336 0.249 -0.117 -0.162
H -2.52354 1.49836 -2.08032 0.034 0.063 -0.050
H -1.61012 -0.80105 -1.93786 0.081 -0.031 -0.041
H 0.34806 -2.99697 -0.92340 -0.009 -0.093 -0.056
H 2.28937 -1.49642 -0.98582 0.031 -0.028 -0.049
H 2.40869 0.76835 -2.01151 -0.085 -0.019 -0.029
H 4.18208 0.71904 -3.71798 -0.020 0.018 -0.079
H 6.54780 0.54904 -3.03953 0.063 -0.004 -0.059
H 7.13399 0.43943 -0.64527 0.081 -0.011 0.025
H 5.35784 0.48199 1.06245 0.017 -0.011 0.098
H 3.56201 2.30670 1.71239 0.018 0.069 -0.002
```
Forces are in eV/Å.


Molecular formula: C24H19AsMoO4S5SbSe
Method: DFT, the ωB97M-V functional and the def2-TZVPD basis

Results
- molecular weight (g mol⁻¹) = 903.3
- lowest unoccupied orbital energy (spin up / spin down) (eV) = -2.011 / -1.705
- E (eV) = -222140.625
- multiplicity = 2
- energy above the lowest of the compared OMol25 structures with the same formula, charge and spin (eV) = 0.000
- E_HOMO (spin up / spin down) (Ha) = -0.3001 / -0.3030
- gap between HOMO and LUMO (spin up / spin down) (eV) = 6.15 / 6.54

XYZ file:
```
56
Properties=species:S:1:pos:R:3:forces:R:3
Mo 0.66365 -0.52426 2.27544 -0.128 0.028 0.149
S -0.33222 3.21995 5.28927 -0.016 -0.022 -0.002
Sb -0.91813 1.10515 5.48147 0.013 0.051 0.001
S -1.38479 0.23690 3.03513 0.087 -0.033 -0.017
S -0.57398 -2.50813 2.22529 0.010 0.053 -0.047
S 2.23047 -0.90285 0.63475 0.063 -0.003 -0.025
C 1.97299 -0.13246 -0.93715 0.005 0.002 0.001
C 2.90887 -0.36193 -1.94165 -0.003 -0.002 0.005
C 2.73960 0.24306 -3.17581 0.000 0.001 -0.002
C 1.64826 1.07074 -3.41345 -0.001 0.003 -0.002
C 0.71509 1.29013 -2.41180 -0.002 0.000 0.005
C 0.87844 0.68570 -1.17220 0.004 -0.002 -0.007
As -0.35126 0.81717 0.30018 -0.056 -0.111 -0.052
C -0.73972 2.68132 0.53477 0.001 0.009 0.014
C -0.22630 3.35209 1.63710 -0.001 -0.001 -0.008
C -0.48757 4.70635 1.79180 0.003 0.000 0.004
C -1.25111 5.38026 0.85093 0.000 0.003 0.001
C -1.77018 4.70385 -0.24613 0.000 0.000 0.003
C -1.51988 3.35018 -0.40504 0.002 -0.001 0.000
C -1.96839 0.07280 -0.44347 0.005 0.031 -0.018
C -1.88328 -0.87206 -1.45961 -0.005 0.000 0.002
C -3.03952 -1.45467 -1.95825 -0.001 0.000 -0.002
C -4.27656 -1.09169 -1.44528 0.000 -0.001 0.000
C -4.35994 -0.14287 -0.43563 0.001 0.001 0.003
C -3.20767 0.44079 0.06971 -0.002 -0.004 0.007
H 3.75484 -1.00899 -1.75061 0.002 0.000 -0.003
H 3.46642 0.06972 -3.95862 0.000 0.001 -0.001
H 1.52566 1.54424 -4.37838 0.000 -0.001 -0.001
H -0.13749 1.93130 -2.59789 -0.004 0.001 0.000
H 0.35087 2.82991 2.39034 0.001 0.001 0.005
H -0.10421 5.22165 2.66222 0.000 0.000 0.001
H -1.45588 6.43543 0.97791 0.000 0.000 0.001
H -2.37904 5.22773 -0.97146 0.000 0.000 0.000
H -1.95213 2.81569 -1.24294 0.003 0.005 -0.002
H -0.91850 -1.15303 -1.86353 0.004 0.000 0.000
H -2.97384 -2.19097 -2.74930 0.001 0.000 0.001
H -5.17788 -1.54640 -1.83520 0.000 0.000 0.001
H -5.32436 0.14369 -0.03743 0.000 -0.001 0.001
H -3.27446 1.17974 0.85814 0.001 -0.002 0.005
S 0.81201 -4.00997 1.95549 0.006 0.013 0.007
C 1.20779 -3.93488 0.23077 -0.010 -0.008 -0.010
C 0.27024 -3.60943 -0.74397 0.003 0.003 0.013
C 0.64455 -3.58729 -2.07820 0.010 0.007 -0.001
C 1.94424 -3.90566 -2.45136 -0.003 0.003 -0.004
C 2.87380 -4.24296 -1.47876 0.004 -0.001 0.000
C 2.51254 -4.24676 -0.13905 -0.004 -0.006 0.000
H -0.74520 -3.37002 -0.45411 0.000 -0.001 -0.003
H -0.08704 -3.33400 -2.83627 -0.004 0.001 0.001
H 2.22846 -3.89187 -3.49554 0.001 -0.001 0.000
H 3.88994 -4.49006 -1.75862 0.000 0.001 -0.001
H 3.24443 -4.47633 0.62542 0.002 0.003 0.000
O 1.91209 -1.35635 3.71643 -0.016 0.006 -0.029
Se 2.17897 0.07749 4.57216 0.024 -0.001 -0.031
O 3.65958 0.34635 5.05525 -0.012 0.004 0.022
O 1.55982 1.03820 3.33356 0.017 -0.026 0.015
O 1.02692 0.12833 5.76321 -0.006 -0.006 -0.001
```
Forces are in eV/Å.


E of number 1 (C24H18O5)?
-35418.667 eV


Which formula does entry 2 have?
C24H19AsMoO4S5SbSe


E of number 1 (C24H18O5)?
-35418.667 eV


Look up the multiplicity of the second one.
2